No. 1
{
  "formula": "C10H16",
  "method": "ωB97M-V with the def2-TZVPD basis set",
  "symbols": ["C", "C", "H", "H", "H", "H", "H", "H", "C", "C", "C", "C", "C", "C", "C", "C", "H", "H", "H", "H", "H", "H", "H", "H", "H", "H"],
  "xyz": [[-3.21242, 0.78785, 2.22160], [-3.01174, -0.65234, 2.63825], [-4.23772, 1.14516, 2.27097], [-2.58754, 1.53176, 2.71544], [-2.98215, 0.96444, 1.16322], [-2.82011, -0.66850, 3.71163], [-3.80706, -1.35272, 2.39766], [-2.07550, -1.08451, 2.24110], [1.35151, 1.70216, 0.18991], [0.40783, 2.66983, -0.53429], [1.24463, 0.34106, -0.35085], [-0.05292, -0.31019, -0.28280], [2.31904, -0.32319, -0.95827], [-0.27982, -1.50588, -0.90457], [2.08684, -1.49328, -1.62142], [0.77740, -2.07794, -1.60800], [2.38159, 2.06920, 0.08680], [1.21170, 1.77751, 1.27663], [0.80186, 2.92702, -1.51832], [-0.87239, 0.17376, 0.24020], [3.30276, 0.12088, -0.93165], [-1.22316, -2.01224, -0.78208], [2.90318, -1.98747, -2.13076], [0.66098, -3.06838, -2.04216], [0.30931, 3.59891, 0.01939], [-0.61464, 2.29903, -0.62870]],
  "mulliken_spin": [0.000, 0.000, 0.000, 0.000, 0.001, 0.000, 0.000, 0.000, 0.027, 0.051, 0.231, 0.177, 0.039, -0.025, 0.130, 0.280, -0.001, 0.034, -0.004, 0.047, 0.001, 0.003, 0.004, 0.006, 0.003, -0.004],
  "orbital_gap_ev": [10.0, 6.2],
  "total_charge": 1,
  "s_squared": 0.77,
  "spin_multiplicity": 2,
  "e_homo_ev": [-14.33, -14.33],
  "de_lowest_ev": 0.125,
  "energy_ev": -10620.7479
}


No. 2
{
  "formula": "C37H46N5O3PPdS",
  "method": "ωB97M-V with the def2-TZVPD basis set",
  "symbols": ["Pd", "C", "C", "C", "C", "C", "C", "C", "N", "N", "C", "C", "C", "C", "C", "C", "N", "C", "C", "C", "C", "C", "C", "N", "H", "H", "H", "H", "H", "H", "H", "H", "H", "H", "H", "H", "H", "H", "H", "H", "H", "H", "H", "H", "C", "C", "O", "P", "O", "C", "C", "O", "C", "C", "H", "H", "H", "H", "H", "H", "H", "H", "H", "H", "H", "H", "H", "H", "H", "N", "S", "C", "C", "C", "C", "C", "C", "C", "C", "C", "C", "C", "C", "H", "H", "H", "H", "H", "H", "H", "H", "H", "H", "H"],
  "xyz": [[0.24588, 0.83692, -0.03207], [-2.55214, 1.61718, 0.95799], [-3.01497, 1.57309, -0.48065], [-2.56326, 0.34736, -1.22822], [-3.51637, -0.44040, -1.79411], [-3.22399, -1.69659, -2.51430], [-1.78887, -1.75988, -2.85546], [-0.88688, -0.96318, -2.23391], [-1.22062, 0.04271, -1.35882], [-1.14304, 2.04354, 1.10848], [-0.74419, 1.86410, 2.52279], [0.74273, 1.93894, 2.64876], [1.34520, 2.51243, 3.74818], [2.72557, 2.44523, 3.88494], [3.45117, 1.77563, 2.91557], [2.79277, 1.24775, 1.82300], [1.45782, 1.34363, 1.65677], [-0.93764, 3.47461, 0.73645], [-0.59788, 3.66404, -0.71015], [-0.86805, 4.84497, -1.38215], [-0.53550, 4.94640, -2.72360], [0.02854, 3.84971, -3.36649], [0.27226, 2.70806, -2.63400], [-0.00748, 2.63461, -1.32492], [-2.63473, 0.62039, 1.39543], [-3.18553, 2.29298, 1.54065], [-2.74333, 2.47871, -1.02731], [-4.10353, 1.55973, -0.46179], [-4.55227, -0.14820, -1.68290], [-3.86165, -1.79467, -3.39889], [-1.43199, -2.51876, -3.54201], [0.15711, -1.11384, -2.43174], [-1.08321, 0.87415, 2.83616], [-1.23395, 2.59867, 3.16681], [0.73653, 2.99859, 4.49961], [3.21768, 2.89529, 4.73796], [4.52421, 1.66361, 2.99097], [3.34973, 0.72683, 1.06525], [-0.11413, 3.86623, 1.33821], [-1.82872, 4.04674, 1.00592], [-1.34597, 5.66694, -0.86430], [-0.73482, 5.86053, -3.26816], [0.26848, 3.87864, -4.42061], [0.68149, 1.82125, -3.09566], [3.52055, -0.69428, -4.58389], [2.58242, 0.27244, -3.91908], [2.03246, -0.35134, -2.67642], [2.13728, 0.11131, -1.20061], [3.29225, 1.15082, -1.13899], [3.34743, 2.62848, -1.17245], [4.78320, 3.03429, -0.99677], [2.55237, -1.11471, -0.34733], [3.81424, -1.91567, -0.52470], [3.59861, -3.06854, -1.46517], [3.84030, -0.26247, -5.53383], [3.02899, -1.64269, -4.79637], [4.41071, -0.86892, -3.98014], [1.71381, 0.49026, -4.53686], [3.08143, 1.19826, -3.63877], [2.70855, 2.99838, -0.37008], [2.94436, 2.95862, -2.12823], [5.17307, 2.71436, -0.03062], [4.85476, 4.12087, -1.05445], [5.40758, 2.61247, -1.78339], [4.03719, -2.24918, 0.48422], [4.59126, -1.22597, -0.85125], [2.74630, -3.67270, -1.15472], [4.48638, -3.70180, -1.43413], [3.45244, -2.74413, -2.49252], [-0.35815, -1.36690, 1.44343], [-1.05085, -2.80435, 1.55557], [-1.39154, -3.33218, 3.19135], [-0.80967, -2.69096, 4.28402], [-1.06414, -3.21352, 5.53738], [-1.84423, -4.36418, 5.67549], [-2.39139, -4.99783, 4.56405], [-2.14824, -4.50428, 3.29374], [-2.54692, -2.72877, 0.64814], [-2.43437, -3.17665, -0.62950], [-3.57042, -2.97578, -1.58470], [-4.87413, -2.77723, -0.86101], [-4.93301, -2.42250, 0.45225], [-3.76685, -2.30753, 1.24004], [0.54977, -1.41892, 1.92051], [-0.19755, -1.80611, 4.17041], [-0.65821, -2.72761, 6.41425], [-2.00957, -4.77928, 6.66097], [-2.99151, -5.88974, 4.68358], [-2.53490, -5.01698, 2.42163], [-1.52566, -3.64764, -0.98205], [-3.63325, -3.81670, -2.27929], [-5.78651, -2.89838, -1.43273], [-5.89441, -2.24737, 0.91842], [-3.81470, -1.99146, 2.27291]],
  "mulliken_spin": [0.657, -0.003, -0.025, 0.067, 0.226, 0.112, 0.266, -0.007, 0.414, 0.009, -0.004, -0.002, -0.002, 0.003, 0.000, 0.009, -0.007, 0.022, -0.014, 0.003, -0.008, 0.009, -0.034, 0.226, 0.009, 0.003, 0.012, -0.005, -0.015, 0.026, -0.010, 0.005, 0.006, -0.002, 0.000, 0.000, 0.000, 0.002, 0.004, 0.001, 0.002, 0.000, 0.001, 0.017, 0.000, 0.001, -0.023, 0.010, -0.004, -0.004, 0.000, -0.003, 0.000, 0.001, 0.000, 0.000, 0.000, 0.000, -0.001, 0.000, 0.000, 0.000, 0.000, 0.000, 0.000, 0.000, 0.000, 0.000, 0.000, 0.550, 0.234, 0.101, 0.019, 0.013, 0.058, -0.017, 0.047, 0.023, 0.290, 0.132, 0.304, -0.049, 0.362, -0.024, -0.003, 0.002, 0.000, 0.000, 0.001, 0.002, 0.010, -0.007, 0.005, -0.007],
  "orbital_gap_ev": [5.4, 6.0],
  "total_charge": 4,
  "s_squared": 6.09,
  "spin_multiplicity": 5,
  "e_homo_ev": [-17.47, -19.36],
  "de_lowest_ev": 2.353,
  "energy_ev": -76272.0800
}


No. 3
{
  "formula": "CH14O5S",
  "method": "ωB97M-V with the def2-TZVPD basis set",
  "symbols": ["C", "S", "H", "H", "H", "H", "H", "H", "O", "H", "H", "O", "H", "H", "O", "H", "H", "O", "H", "H", "O"],
  "xyz": [[-3.48424, -1.79666, -0.30413], [-2.20368, -1.23250, -1.37901], [-3.86371, -2.71368, -0.77328], [-3.14174, -2.11339, 0.67607], [-4.35981, -1.15265, -0.22476], [-1.57584, -0.19967, -0.78132], [0.85329, 2.27011, 2.06601], [0.66452, 3.05123, 0.86348], [0.20790, 2.87940, 1.68305], [-1.08714, 2.72778, -2.00795], [-0.93843, 2.41146, -0.51562], [-0.52853, 2.21896, -1.39577], [3.28496, -3.09356, 1.39788], [2.23247, -2.13797, 1.87224], [2.50854, -3.05118, 1.95611], [2.38042, 0.51132, 0.57483], [3.36448, 0.21808, 1.75961], [2.58514, 0.71220, 1.51185], [2.77396, 1.13035, -1.66325], [1.19669, 1.09270, -1.28425], [2.07443, 0.72658, -1.12060]],
  "nbo_charge": [-0.759, -0.039, 0.233, 0.223, 0.215, 0.126, 0.491, 0.462, -0.952, 0.488, 0.495, -0.977, 0.463, 0.471, -0.934, 0.501, 0.468, -0.999, 0.492, 0.515, -0.983],
  "smiles": "CS.O.O.O.O.O",
  "orbital_gap_ev": 9.2,
  "e_homo_ev": -8.96,
  "de_lowest_ev": 0.529,
  "energy_ev": -22336.8415
}


No. 4
{
  "formula": "C7H10",
  "method": "ωB97M-V with the def2-TZVPD basis set",
  "symbols": ["C", "C", "C", "C", "C", "C", "C", "H", "H", "H", "H", "H", "H", "H", "H", "H", "H"],
  "xyz": [[-0.98801, -0.37902, -2.12883], [-0.80414, -0.51299, -0.62082], [-1.62460, -1.25307, 0.13825], [0.52580, 1.58929, -0.48712], [0.28994, 0.32598, -0.00211], [0.78073, -0.03675, 1.34970], [1.89194, 0.28306, 2.03732], [-0.30234, 0.28666, -2.63627], [-0.85109, -1.43906, -2.45760], [-1.99894, -0.18387, -2.44508], [-2.18858, -2.08218, -0.27767], [-1.54257, -1.07308, 1.20440], [0.28124, 2.47588, 0.12288], [0.83217, 1.85788, -1.49418], [0.27095, -0.95037, 1.69196], [2.54336, -0.43829, 2.48913], [2.24368, 1.31027, 2.14007]],
  "nbo_charge": [-0.655, 0.028, -0.456, -0.337, -0.074, -0.233, -0.337, 0.220, 0.225, 0.226, 0.213, 0.199, 0.202, 0.192, 0.201, 0.201, 0.185],
  "smiles": "C=CC(=C)C(=C)C",
  "orbital_gap_ev": 7.4,
  "e_homo_ev": -7.73,
  "de_lowest_ev": 4.523,
  "energy_ev": -7416.5114
}


No. 5
{
  "formula": "C20H35BrN5O5S",
  "method": "ωB97M-V with the def2-TZVPD basis set",
  "symbols": ["C", "C", "C", "C", "C", "C", "C", "C", "C", "N", "O", "N", "C", "C", "C", "O", "O", "C", "N", "C", "S", "N", "Br", "H", "H", "H", "H", "H", "H", "H", "H", "H", "H", "H", "H", "H", "H", "H", "H", "H", "H", "H", "H", "C", "O", "C", "C", "N", "C", "C", "O", "C", "H", "H", "H", "H", "H", "H", "H", "H", "H", "H", "H", "H", "H", "H", "H"],
  "xyz": [[2.54320, -4.18670, -2.59664], [3.52236, -2.86291, -2.42282], [2.72076, -1.43157, -2.57171], [1.78908, -1.30750, -3.91520], [0.55303, -0.24240, -3.72416], [-1.01729, -0.43565, -3.29180], [-1.66055, -1.89099, -2.89660], [-3.15495, -2.18014, -3.50658], [-3.89993, -3.20904, -2.41895], [-4.56945, -2.65445, -1.14855], [-3.93072, -4.54170, -2.55294], [-1.59199, 0.96282, -3.33783], [-3.01448, 1.35218, -3.00135], [-3.39920, 1.01494, -1.43007], [-2.18248, 1.62457, -0.50971], [-2.13228, 2.94990, -0.23984], [-1.12122, 0.77545, 0.05693], [-0.51004, 1.95119, -3.74285], [-0.73688, 3.47008, -3.85208], [0.03735, 3.99126, -2.81835], [1.12142, 4.60400, -1.61149], [0.80983, 1.22826, -3.97176], [2.50704, 1.96527, -4.44771], [2.62335, -4.55324, -3.72988], [2.81147, -5.06268, -1.86213], [1.43560, -3.79197, -2.40219], [3.96155, -2.88810, -1.31567], [4.48316, -2.94169, -3.12698], [2.12005, -1.16177, -1.57910], [3.56281, -0.59141, -2.66964], [2.44618, -0.94799, -4.84491], [1.30021, -2.32813, -4.26648], [-1.60865, -2.10981, -1.72412], [-0.94190, -2.71211, -3.38085], [-3.17234, -2.75008, -4.53013], [-3.85523, -1.24536, -3.57729], [-3.84082, -2.49326, -0.40181], [-4.97295, -1.69113, -1.35294], [-3.80834, 0.93125, -3.77714], [-3.08984, 2.53801, -3.09818], [-3.40256, -0.15701, -1.33744], [-4.42392, 1.52014, -1.17049], [-1.35958, -0.18061, -0.12586], [-0.07988, 2.29978, 2.18744], [-0.07317, 2.79296, 3.52089], [-0.94199, 2.05739, 4.39100], [-0.11982, 1.30183, 5.44789], [0.62806, 0.19448, 4.84117], [1.61163, -0.41063, 5.74609], [2.79907, 0.47012, 6.18300], [3.68862, 0.80729, 5.11764], [3.31990, 1.96850, 4.38792], [0.51558, 2.97853, 1.56987], [0.37206, 1.30594, 2.13953], [-1.09892, 2.27170, 1.78675], [-1.60724, 1.38036, 3.84000], [-1.57141, 2.79365, 4.90136], [-0.79468, 0.90502, 6.21340], [0.55726, 2.01971, 5.92038], [1.11610, 0.53566, 4.01788], [2.01660, -1.28522, 5.22300], [1.09541, -0.78947, 6.63570], [3.39395, -0.11956, 6.88961], [2.48413, 1.36388, 6.73182], [2.79717, 2.70541, 5.00587], [2.70819, 1.69132, 3.52582], [4.23255, 2.43142, 4.00126]],
  "nbo_charge": [-0.639, -0.420, -0.421, -0.478, 0.223, 0.148, -0.460, -0.508, 0.661, -0.860, -0.499, -0.384, -0.238, -0.518, 0.758, -0.558, -0.674, 0.573, -0.525, 0.285, 0.238, -0.487, 0.409, 0.221, 0.247, 0.189, 0.230, 0.225, 0.225, 0.226, 0.256, 0.257, 0.239, 0.283, 0.277, 0.221, 0.381, 0.361, 0.255, 0.280, 0.216, 0.297, 0.489, -0.239, -0.557, -0.070, -0.243, -0.632, -0.249, -0.088, -0.546, -0.245, 0.184, 0.153, 0.178, 0.171, 0.189, 0.196, 0.173, 0.350, 0.201, 0.196, 0.195, 0.166, 0.177, 0.152, 0.188],
  "orbital_gap_ev": 5.5,
  "total_charge": 1,
  "e_homo_ev": -10.21,
  "energy_ev": -119852.4588
}